The following is a quantum chemistry calculation of the molecule C3H4O3S, from OMol25.

Element x y z (Å)
C  0.21  -2.96  0.33
C  0.38  -1.79  0.14
S  1.14  0.34  0.02
O  1.11  0.77  1.39
O  2.37  0.38  -0.74
O  -0.02  1.03  -0.92
C  -1.11  1.48  -0.19
H  0.36  -4.02  0.21
H  -1.65  1.88  -1.03
H  -1.08  2.29  0.58
H  -1.71  0.60  0.23

Calculated values
- Calculated total energy: -740.42368 Ha
- LUMO: -1.0 eV
- E_HOMO: -10.9 eV
- SMILES: C#CS(=O)(=O)OC
- Charge: 0
- 2S+1: 1
- Energy relative to the best compared isomer or geometry (same formula, charge and spin): 619.4 kJ/mol